# 1
DFT (wB97M-V/def2-TZVPD) results for a gas-phase ion, C3HO4 (charge -1) in a non-equilibrium geometry.

Energy relative to the best compared isomer or geometry (same formula, charge and spin): 0.848 eV
Lowest unoccupied orbital energy: 4.03 eV
Total charge: -1
Kohn-Sham gap: 8.696 eV
2S+1: 1
HOMO energy: -4.666 eV

Structure (XYZ):
```
8
Properties=species:S:1:pos:R:3:forces:R:3
O 1.60029 -1.14235 0.58312 0.63 -3.30 1.99
C 1.44646 -0.16160 -0.04166 -1.55 4.15 -2.62
O 2.15804 0.61034 -0.71413 -0.35 -0.35 0.29
C -0.18184 0.41220 0.05672 2.95 -0.94 -0.81
O -0.95124 -0.44877 1.00675 -0.87 0.24 1.76
C -1.40739 -0.20367 -0.18870 -0.02 -1.51 -0.97
O -2.35444 -0.51136 -0.83556 -1.04 -0.15 -0.55
H -0.30987 1.44520 0.13347 0.25 1.86 0.91
```
Forces are in eV/Å.

The computed Mulliken charges, all in e, follow: -0.5565 0.5096 -0.7083 -0.1594 -0.3568 0.5923 -0.5963 0.2754

***

# 2
DFT (wB97M-V/def2-TZVPD) results for 2 unconnected molecules or ions with the total composition CH2O4S2 in a non-equilibrium geometry.

Energy relative to the best compared isomer or geometry (same formula, charge and spin): 3.546 eV
Lowest unoccupied orbital energy: 6.45 eV
Total charge: -2
Kohn-Sham gap: 5.551 eV
2S+1: 1
HOMO energy: 0.896 eV

Structure (XYZ):
```
9
Properties=species:S:1:pos:R:3:forces:R:3
C -0.88925 0.04553 0.54400 -1.24 1.37 -3.02
O 0.07675 1.94555 1.97910 0.35 0.30 -0.09
O -0.97837 -1.72735 -1.51127 -0.72 0.06 -0.62
O 1.41269 1.33347 -0.06661 -0.11 0.38 0.31
O 0.69412 -1.95112 0.24988 0.17 -0.46 0.28
S 0.62835 0.82141 1.12977 -0.20 1.26 1.04
S -0.11186 -1.04135 -0.56313 1.08 -0.51 -0.75
H -1.80679 1.03395 -0.40664 2.46 -2.16 2.05
H 0.97437 -0.46009 -1.35509 -1.78 -0.24 0.80
```
Forces are in eV/Å.

The computed Mulliken charges, all in e, follow: -0.5176 -0.6177 -0.6551 -0.6561 -0.6040 0.2554 0.6302 0.0898 0.0751

***

# 3
DFT (wB97M-V/def2-TZVPD) results for a molecular structure, C12H29ClFN4O6PS in a non-equilibrium geometry.

Lowest unoccupied orbital energy: 0.26 eV
Kohn-Sham gap: 9.236 eV
2S+1: 1
HOMO energy: -8.974 eV

Structure (XYZ):
```
55
Properties=species:S:1:pos:R:3:forces:R:3
C 0.01617 -1.23953 3.31973 0.16 0.09 -0.08
C -0.06462 0.15078 2.67220 -0.12 -0.25 0.36
C 1.27634 0.85659 2.71303 -0.14 0.06 -0.10
Cl 1.50733 1.59855 4.31296 -0.02 0.07 0.03
N 1.36981 1.85932 1.58820 1.02 -0.33 0.19
P 1.18113 1.02594 0.06916 -1.01 -0.07 -0.41
O -0.18643 1.06914 -0.46937 -0.02 0.19 -0.13
S 2.72564 2.82384 1.59734 -0.57 -0.09 -0.17
O 3.85967 2.11778 2.06217 0.15 0.02 0.29
O 2.75043 3.53516 0.37310 0.08 0.20 -0.15
F 2.30465 3.84891 2.67435 0.14 0.02 0.05
H -0.12799 -2.01251 2.57450 0.01 -0.12 0.00
H 0.97847 -1.40790 3.80353 0.08 0.06 0.05
H -0.74964 -1.37383 4.07438 -0.11 -0.05 0.01
H -0.78629 0.75585 3.21461 -0.05 0.25 -0.16
H -0.42641 0.07872 1.64849 -0.06 -0.06 -0.05
H 2.08697 0.13584 2.63468 0.16 0.07 -0.15
H 1.64266 -0.27050 0.33740 0.12 0.18 0.28
H 2.10874 1.58135 -0.81118 0.33 0.12 0.29
C -4.14205 -2.84657 1.33377 0.01 -0.05 0.06
C -2.71339 -3.27160 1.57887 0.16 0.21 -0.05
O -2.19449 -3.21495 2.68311 -0.25 -0.14 0.13
N -1.98780 -3.68937 0.51381 -0.20 -0.22 -0.06
C -2.38159 -3.77732 -0.87543 0.29 0.01 0.05
H -4.56525 -2.52895 2.28114 0.02 0.00 0.03
H -4.18500 -2.01587 0.62885 -0.01 -0.02 -0.03
H -4.73369 -3.67330 0.93907 -0.01 0.02 -0.05
H -1.03870 -3.93236 0.74727 0.06 0.16 -0.03
H -2.27399 -4.80316 -1.23539 -0.09 0.01 -0.05
H -1.74153 -3.12889 -1.47675 -0.07 0.03 -0.06
H -3.41344 -3.47121 -1.00988 -0.02 0.01 0.04
C 2.25238 -1.48273 -2.21161 0.00 -0.02 0.05
C 1.51641 -2.50253 -1.37224 0.07 -0.07 -0.15
O 0.67439 -2.16362 -0.55501 -0.01 -0.19 0.12
N 1.82469 -3.81072 -1.56485 -0.01 0.09 -0.02
C 2.78627 -4.37969 -2.48997 -0.10 -0.08 0.11
H 1.88112 -0.49854 -1.94050 0.00 -0.10 -0.18
H 3.32725 -1.52675 -2.03066 0.01 0.01 -0.04
H 2.07038 -1.64501 -3.27398 0.03 0.02 -0.01
H 1.30594 -4.44219 -0.97561 0.00 -0.02 0.02
H 2.29405 -5.05695 -3.18915 0.01 0.03 -0.04
H 3.55213 -4.94031 -1.95241 0.04 0.03 -0.02
H 3.27095 -3.59329 -3.05769 0.02 0.01 -0.02
C -2.22147 6.09760 -1.55106 -0.06 -0.03 0.02
C -2.03619 4.59644 -1.45331 0.07 0.09 -0.02
O -2.97656 3.85295 -1.23801 -0.03 -0.02 -0.01
N -0.77452 4.11786 -1.61774 -0.04 -0.08 -0.04
C 0.43228 4.87375 -1.88609 -0.05 -0.21 0.00
H -3.27387 6.31385 -1.39865 -0.02 -0.03 0.01
H -1.63822 6.61588 -0.78909 0.03 0.03 -0.03
H -1.92114 6.46717 -2.53218 0.03 0.03 0.01
H -0.70175 3.11079 -1.53816 -0.03 0.01 0.12
H 0.87792 4.56378 -2.83448 -0.01 0.06 -0.03
H 1.17167 4.71850 -1.10070 0.01 0.05 0.03
H 0.21019 5.93381 -1.94461 0.01 0.02 -0.01
```
Forces are in eV/Å.

The computed Mulliken charges, all in e, follow: -1.1045 -0.0907 -0.4600 -0.1535 0.1285 0.4861 -0.6602 1.0354 -0.5536 -0.5515 -0.1589 0.1140 0.4415 0.3022 0.5138 0.1028 0.4736 0.0231 0.0938 -1.3831 0.9208 -0.6569 -0.1096 -0.9244 0.3162 0.3604 0.3796 0.1674 0.3055 0.2299 0.4049 -1.0928 0.8506 -0.5777 -0.1647 -0.9457 -0.1354 0.3831 0.4478 0.2266 0.2987 0.3004 0.3627 -1.2989 0.8756 -0.6467 -0.0379 -0.7880 0.2922 0.3422 0.3568 0.1049 0.2643 0.1934 0.3954

***

# 4
DFT (wB97M-V/def2-TZVPD) results for a gas-phase ion, C4H12NO (charge +1) in a non-equilibrium geometry.

Energy relative to the best compared isomer or geometry (same formula, charge and spin): 0.349 eV
Lowest unoccupied orbital energy: -3.16 eV
Total charge: +1
Kohn-Sham gap: 11.919 eV
2S+1: 1
HOMO energy: -15.077 eV

Structure (XYZ):
```
18
Properties=species:S:1:pos:R:3:forces:R:3
C 0.36113 -1.77392 1.18455 1.87 0.37 -2.06
C -0.20757 -0.67062 0.31737 -0.83 -0.04 -0.26
N -0.91657 0.37177 1.17333 0.61 0.80 -0.43
C 0.78663 -0.03058 -0.64525 -0.48 0.55 0.07
C 0.21572 0.99374 -1.62342 0.16 0.31 0.20
O -0.48896 2.01616 -0.89843 -0.11 -0.17 0.09
H -0.19961 -2.00253 2.02723 -1.07 -0.36 1.60
H 1.40277 -1.54649 1.43206 -0.20 0.13 0.42
H 0.44954 -2.66713 0.56787 -0.21 -0.12 0.03
H -1.02605 -1.06440 -0.28353 -0.12 -0.10 -0.04
H -1.17506 1.17410 0.55569 -0.29 -0.37 0.01
H -1.69805 -0.01654 1.69491 -0.13 0.02 -0.09
H -0.27908 0.81215 1.82952 0.28 -0.17 0.40
H 1.61084 0.44211 -0.10973 0.15 -0.26 0.09
H 1.13491 -0.84795 -1.26259 0.52 -0.22 0.01
H 1.04300 1.48690 -2.13137 0.11 -0.28 -0.20
H -0.43260 0.52988 -2.36599 -0.13 -0.05 0.01
H -0.58100 2.79334 -1.46220 -0.12 -0.05 0.16
```
Forces are in eV/Å.

The computed Mulliken charges, all in e, follow: -1.4683 0.2181 -0.2644 -0.7148 -0.4874 -0.5715 0.4685 0.3566 0.3746 0.2758 0.3304 0.3596 0.3663 0.3778 0.3368 0.3738 0.3386 0.3295

***

# 5
DFT (wB97M-V/def2-TZVPD) results for a molecular structure, C27H50OP2Pb in a non-equilibrium geometry.

Energy relative to the best compared isomer or geometry (same formula, charge and spin): 0.000 eV
Lowest unoccupied orbital energy (spin up / spin down): -6.97 / -8.95 eV
Total charge: +2
Kohn-Sham gap (spin up / spin down): 5.812 / 3.916 eV
2S+1: 1
HOMO energy (spin up / spin down): -12.781 / -12.864 eV

Structure (XYZ):
```
81
Properties=species:S:1:pos:R:3:forces:R:3
Pb 1.14952 0.52393 -1.76986 0.36 -1.68 0.89
C -0.36038 -1.98492 0.13833 -1.34 1.21 1.85
C -1.29889 -0.95957 0.40774 1.21 -1.27 0.65
C -1.04024 -1.09952 -1.86153 1.68 0.39 -0.46
C -0.23910 -2.11546 -1.26306 -0.41 0.58 -1.57
C -1.68433 -0.36709 -0.81269 -0.12 -0.66 -0.25
C 0.36730 -2.79484 1.13218 0.11 -0.28 0.80
H -0.17612 -2.84686 2.08716 0.16 0.04 -0.31
H 1.36061 -2.36803 1.35015 -0.31 -0.09 -0.18
H 0.51214 -3.82400 0.79860 0.06 0.05 -0.08
C 0.48560 -3.18357 -1.97699 0.21 -0.26 -0.63
H 1.51578 -3.31336 -1.61053 -0.50 0.04 0.01
H 0.52037 -2.99645 -3.06455 0.03 -0.05 0.45
H -0.04732 -4.14190 -1.86234 0.16 0.19 0.12
C -1.31364 -0.97299 -3.31375 -0.64 0.01 -0.80
H -2.11631 -1.66747 -3.60597 0.14 0.24 -0.10
H -0.44827 -1.22767 -3.93385 -0.07 0.00 0.04
H -1.63851 0.04238 -3.60332 0.09 -0.40 0.14
C -2.70626 0.67671 -0.98399 -0.39 0.73 0.06
H -3.73177 0.26082 -0.97978 0.40 0.02 -0.02
H -2.58188 1.22536 -1.92363 -0.09 -0.15 0.04
H -2.65990 1.41479 -0.16997 -0.13 -0.38 -0.14
C -1.86156 -0.59667 1.73094 -0.25 0.20 0.57
H -2.96628 -0.63721 1.71882 0.41 -0.01 -0.02
H -1.57915 0.42365 2.01647 -0.08 -0.24 -0.04
H -1.51405 -1.27030 2.52414 -0.10 0.17 -0.24
C 1.80324 1.84992 2.81438 0.14 -0.35 -0.72
C 0.95908 1.10555 3.51178 0.08 -0.44 0.44
C -0.27305 1.59629 4.21004 -0.73 0.00 -0.21
C -1.04239 2.83832 3.67703 -0.44 -0.13 0.47
C -1.50040 2.86502 2.24771 0.29 0.35 -1.52
C -0.79588 2.95618 1.09751 -0.62 -0.50 0.35
C 0.67840 3.05914 0.89782 0.68 0.09 0.34
C 1.50207 3.19181 2.20844 0.60 -0.04 -0.19
H 0.01722 1.88585 5.22116 0.09 -0.21 0.15
H -0.46980 3.74311 3.92192 -0.45 -0.23 0.07
H -0.97288 0.75769 4.33907 0.12 0.24 -0.10
H 0.97948 3.84243 2.91743 0.41 -0.06 -0.40
H 2.77499 1.45040 2.51305 -0.36 -0.21 -0.01
H 1.20793 0.04566 3.71400 0.08 0.78 0.07
H 2.48298 3.63401 1.95901 -0.43 0.05 0.18
H 1.08337 2.19462 0.32196 -0.22 0.20 0.38
H -1.33849 2.89736 0.14314 -0.02 0.30 0.49
H 0.87471 3.91938 0.22408 -0.15 -0.27 0.23
H -1.99086 2.86893 4.24084 0.62 0.19 0.17
H -2.59207 2.88246 2.11900 0.43 -0.23 0.02
P 1.95083 6.08289 -0.46997 1.42 3.03 1.04
P 0.38093 7.09813 -2.72625 -0.10 3.78 0.92
C 2.15269 7.96478 -0.73002 -0.39 -0.18 -0.56
C 1.67624 8.35009 -2.12063 0.25 -0.81 -0.40
H 3.21277 8.23065 -0.60409 -0.31 -0.23 0.14
H 1.57148 8.49121 0.04496 0.18 -0.36 -0.32
H 1.23127 9.35851 -2.15021 0.03 -0.47 -0.13
H 2.48659 8.31481 -2.86229 -0.08 0.10 0.25
C -0.04568 8.08266 -4.23819 -0.19 -0.93 -1.03
H -0.94900 7.63824 -4.70363 0.53 0.39 0.07
H 0.79772 8.02419 -4.95115 -0.51 0.07 0.22
H -0.24381 9.14886 -3.98769 0.16 -0.83 0.14
C -1.01795 7.75385 -1.68674 -0.24 -1.09 0.15
H -0.99321 8.85250 -1.62120 0.18 -0.42 -0.19
H -0.98911 7.32063 -0.67682 -0.12 0.18 -0.24
H -1.95458 7.44122 -2.17128 0.16 0.14 0.30
C 3.72828 5.63757 -0.52933 -0.18 -0.90 -0.57
H 3.82745 4.59723 -0.20513 0.23 0.10 -0.04
H 4.32689 6.28915 0.11846 -0.35 -0.10 -0.08
H 4.08644 5.71590 -1.56159 0.03 -0.05 0.19
C 1.71933 6.26307 1.34018 -0.83 -0.93 0.28
H 0.93474 6.99132 1.57267 0.19 -0.11 -0.18
H 2.65723 6.54621 1.83399 -0.15 0.01 -0.30
H 1.39388 5.29747 1.72566 0.11 0.52 0.24
C 4.50759 -0.55020 0.33793 0.41 0.35 0.36
C 3.69556 -1.29535 -0.70753 0.37 0.08 -0.24
C 3.80638 -2.80189 -0.57035 0.10 -0.85 -0.21
O 2.33123 -0.88065 -0.64447 -1.05 0.89 -0.89
H 3.90605 -0.33430 1.24078 0.25 -0.28 -0.38
H 4.84310 0.40781 -0.08501 -0.07 -0.10 0.26
H 5.41494 -1.11582 0.62896 -0.51 0.35 -0.13
H 4.10677 -1.05559 -1.69927 0.01 0.10 0.12
H 3.11095 -3.21565 0.17034 0.10 0.20 -0.12
H 3.62949 -3.30506 -1.54263 -0.01 0.22 0.54
H 4.81862 -3.09797 -0.25056 -0.33 0.19 -0.19
```
Forces are in eV/Å.

The computed Mulliken charges, all in e, follow: 1.1300 0.8031 1.0649 -0.1488 0.6737 0.7139 -1.5603 0.4564 0.0899 0.3527 -1.4862 0.1562 0.3560 0.3517 -1.3722 0.3454 0.3928 0.3167 -1.4197 0.3505 0.3293 0.1189 -1.0656 0.3796 -0.2558 0.3470 -0.3341 -0.8487 -0.8187 -0.9010 -0.6254 -0.0399 2.5314 -0.9288 0.5169 0.3649 0.4164 0.4637 0.3573 0.4045 0.4893 -2.0065 0.7773 -0.5671 0.3556 0.3391 0.6435 0.3725 -0.7962 -0.9570 0.5358 0.4299 0.5285 0.4649 -1.0562 0.3914 0.3896 0.3572 -1.0945 0.3805 0.2967 0.4166 -1.4120 0.3428 0.4608 0.4039 -0.4284 0.4636 0.4296 -0.4624 -1.1541 0.7120 -1.4757 -0.6457 0.1374 0.3110 0.3885 0.2013 0.2313 0.3386 0.4873